#w
C2H6N2S2 | ωB97M-V/def2-TZVPD

Output
SMILES string: CS/N=C\NS
HOMO-LUMO gap (eV): 8.541

ORCA input file:
```
! wB97M-V def2-TZVPD RIJCOSX def2/J DEFGRID3
* xyz 0 1
C -1.5857 1.8662 0.5349
S -0.3341 0.7048 0.9468
N -0.0234 0.2778 -0.6324
C 0.7199 -0.6064 -1.1146
N 1.3219 -1.7165 -0.5079
S 1.7701 -1.6999 1.1662
H -2.4674 1.4114 0.0994
H -1.2036 2.5963 -0.2257
H -1.8444 2.4100 1.4418
H 0.8393 -0.6274 -2.2443
H 2.0331 -2.1462 -1.0464
H 0.7741 -2.4701 1.5821
*
```

#x
C2H6N2S2 | ωB97M-V/def2-TZVPD

Output
SMILES string: CSNC(N)=S
HOMO-LUMO gap (eV): 8.995

ORCA input file:
```
! wB97M-V def2-TZVPD RIJCOSX def2/J DEFGRID3
* xyz 0 1
C 2.3829 -0.0460 0.8805
S 1.6069 -0.0307 -0.6593
N 0.0268 0.7417 -0.2639
C -1.1312 0.2488 0.0734
N -1.8794 1.5077 0.3534
S -1.4917 -1.3139 0.0423
H 2.7998 0.8355 1.3758
H 1.8486 -0.9428 1.6178
H 3.5318 -0.5082 0.8554
H 0.1853 1.7586 0.1786
H -1.7541 2.0532 -0.6829
H -2.9952 1.3543 0.1759
*
```

#y
C2H6N2S2 | ωB97M-V/def2-TZVPD

Output
SMILES string: CS/N=C\NS
HOMO-LUMO gap (eV): 8.428

ORCA input file:
```
! wB97M-V def2-TZVPD RIJCOSX def2/J DEFGRID3
* xyz 0 1
C -2.5439 0.3032 0.5016
S -0.7838 0.7907 0.5866
N -0.2936 -0.3906 -0.5291
C 0.9325 -0.6547 -0.8808
N 2.2212 -0.2535 -0.5353
S 2.6381 1.0950 0.3994
H -2.6144 -0.6283 1.0396
H -2.6956 0.1979 -0.5526
H -3.2009 1.0827 0.9096
H 1.0614 -1.4297 -1.6702
H 3.0031 -0.7774 -0.9127
H 2.2759 0.6646 1.6440
*
```

Tell me which of them is the most stable. Sure, it is #w.

#w
C3H7NO3S | ωB97M-V/def2-TZVPD

Output
HOMO-LUMO gap (eV): 10.670

ORCA input file:
```
! wB97M-V def2-TZVPD RIJCOSX def2/J DEFGRID3
* xyz 0 1
C 0.0016 -0.3517 1.4570
C 0.3134 -0.1664 -0.0417
C 0.8880 1.1258 -0.4563
N 0.9426 -1.2010 -0.7677
O -2.4329 -1.0528 -0.5711
O -2.1273 1.3590 -0.7173
O -1.3549 0.1503 1.4190
S -1.6171 0.0737 -0.2266
H 0.1465 -1.4113 1.6213
H 0.5135 0.1451 2.2073
H 0.8261 1.2129 -1.5118
H 2.0046 1.2629 -0.3145
H 0.4619 1.8392 0.1852
H 0.4583 -2.0635 -0.5574
H 0.9758 -0.9225 -1.7253
*
```

#x
C3H7NO3S | ωB97M-V/def2-TZVPD

Output
HOMO-LUMO gap (alpha / beta) (eV): 8.209 / 8.474

ORCA input file:
```
! wB97M-V def2-TZVPD RIJCOSX def2/J DEFGRID3
* xyz 0 1
C 0.2251 -0.9586 1.7252
C -0.4032 -0.3180 0.5515
C 0.9017 0.0316 -2.7686
N -1.7526 -0.4137 0.1174
O -0.5093 2.2627 1.1885
O 1.7054 1.4574 0.3426
O 0.6957 0.2626 2.2972
S 0.4133 1.2016 0.8716
H -0.3940 -1.4791 2.4891
H 0.9214 -1.7164 1.5109
H 0.2108 0.0645 -3.5439
H 0.6151 -0.0334 -1.7604
H 1.9353 0.3555 -3.0082
H -2.0518 0.2548 -0.6142
H -2.5129 -0.9715 0.6013
*
```

Tell me which of them is the most stable. Sure, it is #w.

#w
C3H7NO3S | ωB97M-V/def2-TZVPD

Output
HOMO-LUMO gap (eV): 9.911

ORCA input file:
```
! wB97M-V def2-TZVPD RIJCOSX def2/J DEFGRID3
* xyz 0 1
C 0.1492 -0.8290 -0.2731
C -0.7820 -0.0225 -1.2378
C -0.3577 1.5655 0.4541
N 0.5510 -0.0530 0.8044
O -2.3980 0.2422 1.0609
O -0.8179 1.0159 2.8042
O -0.5588 1.3625 -0.8727
S -1.7354 1.3938 1.6248
H -0.4412 -1.5884 0.1752
H 1.0359 -1.2042 -0.9421
H -0.4666 -0.0777 -2.3596
H -1.8108 -0.3429 -1.2432
H 0.3059 2.4658 0.6556
H -0.0518 0.3933 2.4517
H 1.4371 0.3287 0.5626
*
```

#x
C3H7NO3S | ωB97M-V/def2-TZVPD

Output
HOMO-LUMO gap (eV): 8.346

ORCA input file:
```
! wB97M-V def2-TZVPD RIJCOSX def2/J DEFGRID3
* xyz 0 1
C -1.9614 -0.8279 0.3647
C 0.6904 1.5456 -0.2593
C 1.8308 0.7117 -0.7173
N 2.7260 0.3693 0.1796
O -3.0841 -1.3169 2.8278
O -2.2125 -0.1611 -0.8596
O -2.3744 -2.1501 0.3048
S -3.3807 -1.2636 1.4601
H 0.5762 1.3838 0.8891
H 1.2099 2.5269 -0.1873
H -0.1156 1.4714 -1.0257
H -0.9907 -0.5587 0.7045
H -2.5040 -0.7291 -1.5534
H 3.6252 -0.1737 -0.1661
H 2.6642 0.6091 1.1821
*
```

Tell me which of them is the most stable. Sure, it is #w.

#w
C18H33ClN6 | ωB97M-V/def2-TZVPD

Output
HOMO-LUMO gap (eV): 8.380

ORCA input file:
```
! wB97M-V def2-TZVPD RIJCOSX def2/J DEFGRID3
* xyz 2 1
C -1.5538 -3.5675 -0.6104
C -0.0579 -3.2528 -0.7284
N 0.6862 -4.2105 -1.5840
C 0.9352 -5.5130 -1.2919
C 1.3299 -6.1238 -2.4382
N 1.4095 -5.1430 -3.4130
C 1.0565 -3.9807 -2.8626
C 1.8494 -5.2932 -4.7895
H -2.1031 -2.6598 -0.3773
H -1.6262 -4.2902 0.2052
H -1.8912 -4.0342 -1.5324
H 0.5145 -3.0929 0.1832
H 0.0313 -2.2830 -1.2216
H 0.6955 -5.9168 -0.3228
H 1.4147 -7.1676 -2.6866
H 1.0708 -2.9432 -3.1583
H 1.0437 -5.8070 -5.3127
H 2.7989 -5.8078 -4.9159
H 1.9991 -4.3438 -5.3007
C -0.5337 8.5105 -0.3439
C 0.4918 7.3918 -0.5470
N -0.1546 6.1034 -0.6330
C -0.3064 5.1753 0.3907
C -1.0553 4.1918 -0.1973
N -1.3919 4.5248 -1.4332
C -0.8434 5.7299 -1.7284
C -2.0183 3.7043 -2.4641
H -1.3692 8.2675 0.3008
H -0.8074 8.8167 -1.3603
H -0.0325 9.4380 -0.0600
H 1.1488 7.4015 0.3261
H 1.1700 7.4901 -1.3935
H 0.1241 5.2669 1.3696
H -1.3273 3.2297 0.2142
H -0.9818 6.2445 -2.6624
H -2.7089 4.3784 -2.9628
H -2.5730 2.9078 -1.9632
H -1.3384 3.1089 -3.0695
C 2.3227 0.4807 3.1368
C 2.1562 -0.9334 2.5945
N 0.9197 -1.5156 3.1321
C 0.7462 -2.0935 4.3507
C -0.5472 -2.5032 4.5034
N -1.1731 -2.2092 3.2976
C -0.2651 -1.5721 2.5291
C -2.5277 -2.5491 2.8991
H 1.5781 1.2006 2.8027
H 3.2943 0.8592 2.8153
H 2.3385 0.4786 4.2272
H 2.9832 -1.5627 2.9189
H 2.1616 -0.9390 1.5065
H 1.5417 -2.1622 5.0753
H -1.1433 -2.9716 5.2675
H -0.4676 -1.1276 1.5603
H -3.1058 -2.6972 3.8057
H -2.4873 -3.4249 2.2539
H -2.9496 -1.7553 2.2846
Cl -0.4709 0.5461 -0.5864
*
```

#x
C18H33ClN6 | ωB97M-V/def2-TZVPD

Output
HOMO-LUMO gap (eV): 8.523

ORCA input file:
```
! wB97M-V def2-TZVPD RIJCOSX def2/J DEFGRID3
* xyz 2 1
C 3.9936 -3.0054 1.9663
C 2.5667 -2.8263 1.4674
N 2.5008 -1.7459 0.5185
C 3.0046 -1.8536 -0.7978
C 2.6866 -0.5990 -1.3547
N 2.0685 0.1721 -0.4610
C 2.0179 -0.4412 0.7642
C 1.7913 1.5896 -0.7277
H 4.5540 -2.1052 2.2187
H 4.8206 -3.2676 1.3064
H 3.8079 -3.8197 2.6667
H 1.8805 -2.7636 2.3120
H 2.2217 -3.6559 0.8503
H 3.5347 -2.6818 -1.2444
H 3.0962 -0.2566 -2.2935
H 1.7619 -0.0351 1.7316
H 1.9137 2.2121 0.1587
H 0.7396 1.8020 -0.9201
H 2.3754 1.9636 -1.5686
C -4.2067 5.2973 1.8973
C -4.4164 3.9530 1.2075
N -3.1453 3.4935 0.6856
C -2.2211 2.7706 1.3696
C -1.0820 2.5671 0.5250
N -1.3393 3.2797 -0.6647
C -2.6120 3.7497 -0.6047
C -0.4671 3.3865 -1.7626
H -3.3072 5.4194 2.5008
H -4.9076 5.2518 2.7308
H -4.2872 6.2461 1.3669
H -5.1296 4.1386 0.4044
H -4.8578 3.2187 1.8813
H -2.4737 2.4666 2.3747
H -0.1764 1.9876 0.6264
H -3.0775 4.2814 -1.4214
H 0.1611 4.2720 -1.6656
H -1.0104 3.4348 -2.7063
H 0.1079 2.4665 -1.8677
C 0.3887 -5.1454 0.7574
C -0.6510 -4.5955 -0.3339
N -0.2788 -3.2844 -0.8624
C 0.6582 -3.0163 -1.8048
C 0.6052 -1.6435 -2.0973
N -0.3703 -1.0446 -1.3386
C -0.8444 -2.0334 -0.5099
C -0.6332 0.4058 -1.4080
H 1.3854 -5.3117 0.3488
H 0.1855 -6.1924 0.9825
H 0.4080 -4.5731 1.6849
H -1.6795 -4.6069 0.0270
H -0.5831 -5.3448 -1.1226
H 1.2028 -3.8226 -2.2736
H 1.0727 -1.0591 -2.8760
H -1.4995 -1.9853 0.3473
H -1.6916 0.6455 -1.3066
H -0.4788 0.8842 -2.3752
H 0.0714 0.8689 -0.7172
Cl -0.1554 0.4912 1.4079
*
```

Tell me which of them is the most stable. Sure, it is #w.

#w
C2H13NO3S | ωB97M-V/def2-TZVPD

Output
SMILES string: NCCS.O.O.O
HOMO-LUMO gap (eV): 9.610

ORCA input file:
```
! wB97M-V def2-TZVPD RIJCOSX def2/J DEFGRID3
* xyz 0 1
N -1.2001 0.1232 -1.1852
C 0.0184 0.6711 -0.5460
C -0.1608 2.0147 0.1207
S -0.3007 1.9767 1.9565
H -0.9000 -0.7017 -1.6926
H -1.4823 0.7914 -1.8946
H 0.4472 -0.0803 0.1245
H 0.8284 0.7401 -1.2984
H -1.0513 2.5232 -0.2560
H 0.6638 2.6987 -0.0621
H -1.2843 1.0831 2.0763
O 1.1446 -3.9646 -1.6946
H 1.9180 -3.4090 -1.8489
H 0.8069 -3.6668 -0.8399
O -2.5375 -0.6213 1.3354
H -2.0783 -0.2463 0.5693
H -3.4678 -0.4258 1.2433
O 3.1303 -0.1394 1.2969
H 2.5505 0.1631 0.5836
H 2.9551 0.4700 2.0118
*
```

#x
C2H13NO3S | ωB97M-V/def2-TZVPD

Output
SMILES string: NCCS.O.O.O
HOMO-LUMO gap (eV): 9.612

ORCA input file:
```
! wB97M-V def2-TZVPD RIJCOSX def2/J DEFGRID3
* xyz 0 1
N 1.5559 0.2845 0.2307
C 0.2054 0.3875 -0.4208
C 0.3073 0.0452 -1.9076
S -1.3396 -0.3389 -2.7834
H 1.3206 -0.3049 1.0613
H 1.9179 1.3139 0.5181
H -0.2879 -0.3876 0.1631
H -0.3156 1.2895 -0.3316
H 0.8972 -0.8939 -1.9259
H 0.8134 0.9452 -2.4516
H -1.9623 -0.8693 -1.7785
O -1.3008 1.5998 1.9979
H -1.9776 0.9450 1.9943
H -1.3398 2.2617 2.7062
O 4.1105 -1.5817 0.3066
H 3.4137 -0.8226 0.3135
H 4.4404 -1.6724 -0.5442
O -3.2993 -0.6030 1.2477
H -2.9155 -0.8628 0.4274
H -4.2439 -0.7350 1.1767
*
```

#y
C2H13NO3S | ωB97M-V/def2-TZVPD

Output
HOMO-LUMO gap (eV): 6.427

ORCA input file:
```
! wB97M-V def2-TZVPD RIJCOSX def2/J DEFGRID3
* xyz 0 1
C -0.0415 0.6850 0.9836
C -0.9497 0.4420 -0.2896
S -0.1334 -0.3831 -1.6738
N 0.3598 2.0822 1.2217
H 0.8988 0.1591 0.7119
H -0.4184 0.1616 1.8736
H -1.2711 1.4389 -0.7803
H -1.8075 -0.1526 0.0586
H 1.6213 -0.2903 0.4355
H 0.7680 2.5037 0.4667
H -0.4432 2.6697 1.3766
H -1.9213 -2.2672 1.6070
H -0.5188 -2.4678 0.9754
O -1.0147 -1.9084 1.6176
H 1.6491 2.4778 -2.5372
H 0.7199 1.5390 -1.8272
O 0.9927 2.4254 -1.8356
H 0.6065 -3.8402 -0.9535
H 0.4077 -2.2317 -1.0109
O 0.4959 -3.0432 -0.4201
*
```

#z
C2H13NO3S | ωB97M-V/def2-TZVPD

Output
SMILES string: NCCS.O.O.O
HOMO-LUMO gap (eV): 9.561

ORCA input file:
```
! wB97M-V def2-TZVPD RIJCOSX def2/J DEFGRID3
* xyz 0 1
N 2.3892 0.9029 -1.2185
C 1.0467 0.2914 -1.7428
C 0.1803 -0.1666 -0.5026
S -1.5240 0.6925 -0.5771
H 2.9686 0.3675 -0.6593
H 3.0070 1.4138 -1.9212
H 1.2736 -0.6109 -2.3348
H 0.7608 1.0962 -2.4682
H -0.0874 -1.1634 -0.2011
H 0.8533 0.1710 0.3019
H -1.3775 1.1360 0.6249
O -6.6604 -2.3183 2.5420
H -5.6738 -2.2972 2.4097
H -6.7942 -1.8640 1.7287
O 6.0735 -1.8437 -1.0770
H 6.4670 -2.6434 -1.5099
H 5.7243 -2.3414 -0.2738
O -3.1379 2.9185 2.3525
H -3.1010 3.6597 1.8297
H -2.3882 2.5995 2.6969
*
```

Tell me which of them is the most stable. Sure, it is #w.

#w
C5H13N | ωB97M-V/def2-TZVPD

Output
SMILES string: C=CC.CCN
HOMO-LUMO gap (eV): 10.121

ORCA input file:
```
! wB97M-V def2-TZVPD RIJCOSX def2/J DEFGRID3
* xyz 0 1
C 1.0670 1.3743 -2.1190
C 0.0955 0.4023 -2.0493
C -0.0600 -0.8724 -2.8720
H 1.2336 2.2164 -1.4205
H 1.6953 1.2672 -2.8580
H -0.5975 0.6010 -1.2271
H 0.7549 -0.8738 -3.4624
H -0.1180 -1.7278 -2.1897
H -0.9175 -0.8567 -3.6106
C 0.7934 0.1517 1.9624
C -0.6357 -0.3124 1.7073
N -1.6192 0.0086 2.8023
H 1.5067 -0.1862 1.2128
H 0.9227 1.2673 2.1545
H 1.2304 -0.4282 2.9443
H -1.1829 0.1907 0.7744
H -0.5532 -1.4555 1.6247
H -2.2448 -0.8997 2.7912
H -1.3707 0.1333 3.8348
*
```

#x
C5H13N | ωB97M-V/def2-TZVPD

Output
SMILES string: CC(C)(C)CN
HOMO-LUMO gap (eV): 9.912

ORCA input file:
```
! wB97M-V def2-TZVPD RIJCOSX def2/J DEFGRID3
* xyz 0 1
C 1.0058 -1.0319 -1.0614
C 0.1306 -0.3445 -0.0059
C -1.0591 -1.2193 0.4403
C 0.9345 0.1431 1.1677
C -0.4098 0.9528 -0.7203
N -1.1664 1.7792 0.1548
H 1.4054 -2.0108 -0.6977
H 1.9243 -0.3964 -1.2462
H 0.5577 -1.2395 -2.0550
H -0.7425 -2.1305 0.9031
H -1.5932 -0.6886 1.1720
H -1.6237 -1.4053 -0.4443
H 1.7278 0.8714 0.9160
H 0.2774 0.5682 1.8642
H 1.4602 -0.6633 1.6853
H 0.4896 1.4330 -1.0842
H -1.0516 0.6807 -1.5152
H -0.5286 2.1836 0.8531
H -1.7383 2.5180 -0.3261
*
```

Tell me which of them is the most stable. Sure, it is #x.